Molecular formula: C20H31NO4
Method: DFT, ωB97M-V with the def2-TZVPD basis set

Geometry as XYZ:
```
56
Properties=species:S:1:pos:R:3:mulliken_charge:R:1
O -2.281 -2.847 1.345 -0.7087
O 1.685 4.192 2.230 -0.5700
O -1.273 2.104 -1.507 -0.4733
O -1.768 0.094 -0.568 -0.5699
N -3.610 -1.702 -0.086 -0.0989
C 3.088 -2.912 -1.475 -0.9270
C -4.789 -2.515 0.114 -0.9609
C -2.576 2.661 -1.391 -0.1293
C 3.808 -3.501 -0.267 -0.6779
C -0.151 -1.068 0.745 -0.9636
C -6.832 -1.002 0.852 0.2164
C 1.274 3.217 0.036 -0.1054
C 2.927 -1.632 1.153 -1.0038
C -1.381 -0.940 0.248 -0.1167
C 2.213 -1.032 -0.061 0.1031
C -0.900 1.219 -0.508 -0.3425
C 4.174 -2.397 0.719 -0.7650
C 0.561 0.804 -0.731 0.4884
C 0.994 -0.182 0.372 1.3977
C -2.658 3.818 -0.400 -1.1661
C -2.454 -1.923 0.573 0.1215
C -5.921 -1.709 0.531 -0.4418
C 1.490 2.018 -0.891 -1.1885
C 1.570 2.980 1.518 -0.3179
C 1.840 -2.152 -1.035 -0.8750
H 4.666 -2.826 1.595 0.4021
H 0.255 3.588 -0.080 -0.0955
H -5.045 -3.051 -0.810 0.3381
H -3.293 1.879 -1.118 0.1419
H 4.877 -1.707 0.246 0.3466
H 4.709 -4.028 -0.588 0.3610
H -4.537 -3.244 0.892 0.3643
H 1.336 -1.740 -1.911 0.3685
H -1.950 4.597 -0.673 0.2541
H -3.666 -0.907 -0.704 0.2390
H 1.365 2.388 -1.910 0.4762
H 3.154 -4.224 0.226 0.3127
H -1.017 1.660 0.501 0.3617
H 2.809 -3.709 -2.167 0.4063
H -2.809 3.016 -2.398 0.3825
H 0.876 4.702 2.107 0.3313
H 3.762 -2.232 -2.003 0.3711
H 2.522 1.679 -0.786 0.2902
H 2.922 -0.367 -0.566 0.3682
H -7.643 -0.407 1.149 0.4099
H -2.445 3.483 0.613 0.2616
H 1.950 4.010 -0.298 0.4185
H 2.255 -2.312 1.678 0.2561
H 0.563 0.267 -1.685 0.2738
H 2.537 2.487 1.639 0.1603
H 0.027 -1.888 1.420 0.5765
H 1.300 0.384 1.258 0.2332
H -3.661 4.236 -0.418 0.4516
H 1.149 -2.844 -0.550 0.3396
H 0.792 2.353 1.978 0.2949
H 3.207 -0.836 1.847 0.3789
```

As for the HOMO energy: -8.99 eV. The total energy comes out at -30921.58591 eV. The spin multiplicity is 1. For the strongest force on any atom, the calculation gives 0.65 eV/A. The charge is 0. The molar mass is 349.47 g/mol. Its energy above the lowest of the compared OMol25 structures with the same formula, charge and spin is 53.4 kcal/mol. The SMILES is C#CCNC(=O)C1=C[C@@H](C2CCCCC2)[C@H](CCCO)[C@@H](OCC)O1. As for the frontier orbital gap: 9.628 eV.